[1]
DFT (ωB97M-V/def2-TZVPD) results for 12 unconnected molecules or ions with the total composition C32H92N4O20 in a non-equilibrium geometry.

CARTESIAN COORDINATES (ANGSTROEM)
C (0.779, -4.705, -7.775)
O (1.784, -3.685, -7.847)
C (3.063, -4.220, -7.446)
C (4.242, -3.348, -7.274)
C (4.186, -2.240, -6.169)
N (4.410, -2.661, -8.579)
H (1.024, -5.557, -8.410)
H (-0.217, -4.351, -8.039)
H (0.677, -5.120, -6.772)
H (2.943, -4.736, -6.493)
H (3.155, -5.018, -8.182)
H (5.138, -3.955, -7.139)
H (3.309, -1.598, -6.252)
H (5.060, -1.588, -6.181)
H (4.143, -2.650, -5.160)
H (3.534, -2.206, -8.793)
H (4.425, -3.498, -9.144)
C (0.305, 2.671, -6.187)
O (0.983, 2.993, -5.047)
C (0.359, 4.064, -4.211)
C (1.051, 5.484, -4.222)
C (2.514, 5.279, -3.824)
N (0.512, 6.301, -3.236)
H (-0.744, 2.431, -6.017)
H (0.895, 1.935, -6.733)
H (0.314, 3.568, -6.807)
H (-0.717, 4.040, -4.379)
H (0.451, 3.788, -3.160)
H (1.037, 6.013, -5.175)
H (2.691, 4.705, -2.914)
H (3.048, 6.223, -3.714)
H (3.171, 4.649, -4.424)
H (-0.493, 6.312, -3.340)
H (0.761, 6.070, -2.285)
C (-1.716, 0.913, 7.160)
O (-0.424, 1.340, 7.140)
C (-0.194, 2.315, 8.105)
C (1.164, 3.104, 7.935)
C (2.449, 2.437, 8.283)
N (1.193, 4.237, 8.909)
H (-2.000, 0.168, 6.417)
H (-2.474, 1.696, 7.170)
H (-1.881, 0.321, 8.061)
H (-0.915, 3.125, 7.995)
H (-0.327, 1.984, 9.135)
H (1.250, 3.389, 6.887)
H (2.469, 1.516, 7.700)
H (2.745, 2.266, 9.318)
H (3.201, 2.986, 7.715)
H (1.904, 4.877, 8.585)
H (0.375, 4.802, 8.734)
C (0.107, -1.757, -1.729)
O (-0.378, -1.352, -0.515)
C (0.697, -1.317, 0.453)
C (0.209, -0.653, 1.742)
C (0.244, 0.919, 1.662)
N (0.910, -1.079, 2.888)
H (0.252, -2.834, -1.809)
H (1.004, -1.231, -2.056)
H (-0.707, -1.525, -2.416)
H (0.917, -2.374, 0.601)
H (1.646, -0.873, 0.154)
H (-0.836, -0.960, 1.785)
H (-0.262, 1.221, 2.579)
H (-0.343, 1.175, 0.780)
H (1.262, 1.307, 1.640)
H (0.824, -2.085, 2.874)
H (0.370, -0.825, 3.703)
O (-0.424, -5.324, 3.293)
C (-1.498, -5.722, 2.465)
C (-1.209, -6.823, 1.463)
O (-0.530, -6.319, 0.369)
H (-0.652, -5.623, 4.177)
H (-2.367, -6.165, 2.953)
H (-1.925, -4.872, 1.933)
H (-2.119, -7.345, 1.167)
H (-0.560, -7.544, 1.960)
H (-1.109, -6.423, -0.390)
O (-5.669, 0.128, -5.796)
C (-5.435, 0.800, -4.480)
C (-6.535, 1.826, -4.292)
O (-7.763, 1.578, -4.931)
H (-6.609, 0.271, -5.924)
H (-5.616, -0.027, -3.793)
H (-4.410, 1.120, -4.290)
H (-6.049, 2.801, -4.260)
H (-6.722, 1.791, -3.218)
H (-8.363, 2.192, -4.501)
O (-4.453, -0.899, 0.350)
C (-4.780, 0.085, 1.235)
C (-6.266, -0.124, 1.559)
O (-6.518, -1.432, 2.024)
H (-3.553, -0.669, 0.110)
H (-4.196, 0.055, 2.155)
H (-4.529, 1.113, 0.975)
H (-6.881, -0.052, 0.662)
H (-6.542, 0.675, 2.247)
H (-6.613, -1.951, 1.222)
O (4.870, 2.125, 3.772)
C (5.966, 1.550, 3.125)
C (5.489, 0.572, 2.062)
O (5.118, -0.627, 2.690)
H (4.507, 1.469, 4.371)
H (6.449, 2.397, 2.638)
H (6.563, 0.967, 3.827)
H (6.317, 0.313, 1.403)
H (4.642, 0.983, 1.512)
H (4.171, -0.531, 2.812)
O (-5.698, -6.558, -5.106)
C (-4.888, -5.403, -4.835)
C (-4.176, -5.541, -3.445)
O (-2.989, -6.288, -3.576)
H (-6.188, -6.360, -5.907)
H (-4.183, -5.306, -5.661)
H (-5.542, -4.531, -4.822)
H (-4.824, -5.868, -2.632)
H (-3.987, -4.553, -3.025)
H (-3.274, -6.916, -4.243)
O (-3.067, 4.937, 4.594)
C (-4.272, 4.563, 3.998)
C (-5.495, 5.612, 4.135)
O (-6.656, 5.337, 3.282)
H (-2.691, 5.621, 4.036)
H (-3.854, 4.479, 2.995)
H (-4.646, 3.620, 4.395)
H (-5.283, 6.668, 3.964)
H (-5.983, 5.570, 5.108)
H (-7.247, 6.085, 3.394)
O (6.346, -6.712, 2.115)
C (6.300, -5.756, 1.046)
C (4.811, -5.668, 0.592)
O (4.317, -6.857, -0.079)
H (7.115, -6.444, 2.623)
H (6.614, -4.820, 1.507)
H (6.979, -5.976, 0.223)
H (4.747, -4.796, -0.058)
H (4.329, -5.403, 1.533)
H (3.361, -6.777, -0.050)
O (3.836, 6.858, 4.897)
C (3.568, 7.292, 3.574)
C (2.904, 6.134, 2.797)
O (3.970, 5.591, 2.008)
H (4.778, 6.777, 5.066)
H (2.877, 8.129, 3.680)
H (4.511, 7.705, 3.216)
H (2.233, 6.579, 2.063)
H (2.460, 5.303, 3.346)
H (4.163, 4.713, 2.345)

Its calculated total energy is -2997.7677 hartree. The value obtained for the energy above the lowest of the compared OMol25 structures with the same formula, charge and spin is 772.6 kJ/mol. As for the structure (SMILES): COC[C@H](C)N.COC[C@H](C)N.COC[C@H](C)N.COC[C@H](C)N.OCCO.OCCO.OCCO.OCCO.OCCO.OCCO.OCCO.OCCO. The LUMO energy is 0.0008 Ha. The value obtained for the molar mass is 853.10 g mol⁻¹. Its HOMO energy is -0.3335 Ha.

=====

[2]
DFT (ωB97M-V/def2-TZVPD) results for 12 unconnected molecules or ions with the total composition C32H92N4O20 in a non-equilibrium geometry.

CARTESIAN COORDINATES (ANGSTROEM)
C (7.849, -17.577, -25.320)
O (7.487, -17.001, -26.495)
C (8.668, -16.969, -27.331)
C (8.374, -16.213, -28.562)
C (7.158, -16.846, -29.357)
N (9.500, -16.418, -29.413)
H (8.194, -18.604, -25.437)
H (7.089, -17.619, -24.540)
H (8.663, -17.074, -24.798)
H (9.539, -16.564, -26.816)
H (8.993, -17.972, -27.609)
H (8.084, -15.188, -28.331)
H (7.194, -17.856, -29.766)
H (6.903, -16.051, -30.057)
H (6.260, -16.860, -28.738)
H (10.293, -16.389, -28.788)
H (9.428, -17.287, -29.921)
C (5.386, -3.460, -10.491)
O (6.572, -4.060, -9.916)
C (6.554, -5.478, -9.952)
C (7.399, -5.948, -11.263)
C (7.455, -7.417, -11.527)
N (8.789, -5.470, -11.049)
H (4.511, -3.636, -9.866)
H (5.294, -3.639, -11.563)
H (5.528, -2.381, -10.433)
H (6.979, -5.935, -9.058)
H (5.495, -5.739, -9.957)
H (7.025, -5.448, -12.156)
H (7.922, -7.695, -12.471)
H (6.407, -7.693, -11.649)
H (7.944, -7.965, -10.721)
H (9.088, -5.180, -11.969)
H (8.566, -4.626, -10.540)
C (8.552, -7.820, -19.043)
O (8.027, -8.680, -20.045)
C (8.903, -9.485, -20.862)
C (8.219, -10.419, -21.838)
C (7.314, -11.430, -21.085)
N (9.135, -11.138, -22.587)
H (7.719, -7.492, -18.421)
H (8.964, -6.967, -19.581)
H (9.295, -8.350, -18.447)
H (9.512, -8.820, -21.476)
H (9.572, -9.991, -20.166)
H (7.791, -9.826, -22.646)
H (6.764, -11.961, -21.862)
H (6.677, -11.005, -20.309)
H (7.864, -12.301, -20.729)
H (9.824, -10.532, -23.008)
H (8.713, -11.428, -23.457)
C (-0.747, -9.662, -19.367)
O (-1.756, -8.673, -19.587)
C (-2.947, -8.875, -18.787)
C (-3.052, -7.605, -17.899)
C (-1.883, -7.443, -16.959)
N (-4.290, -7.920, -17.168)
H (-0.365, -9.750, -18.350)
H (0.120, -9.580, -20.022)
H (-1.044, -10.677, -19.631)
H (-3.817, -8.886, -19.444)
H (-2.918, -9.790, -18.195)
H (-3.178, -6.638, -18.385)
H (-0.859, -7.372, -17.324)
H (-1.897, -8.250, -16.226)
H (-1.954, -6.541, -16.351)
H (-5.028, -7.701, -17.821)
H (-4.357, -7.181, -16.483)
O (12.061, -13.254, -17.272)
C (13.201, -13.768, -17.815)
C (13.590, -13.237, -19.190)
O (12.840, -13.911, -20.188)
H (11.338, -13.698, -17.722)
H (13.938, -13.366, -17.120)
H (13.294, -14.853, -17.865)
H (14.616, -13.536, -19.403)
H (13.609, -12.153, -19.077)
H (12.103, -13.339, -20.413)
O (13.284, -11.287, -27.176)
C (13.533, -12.415, -27.897)
C (14.186, -13.591, -27.122)
O (14.152, -14.706, -27.956)
H (13.884, -10.599, -27.473)
H (12.537, -12.818, -28.079)
H (13.987, -12.111, -28.840)
H (13.663, -13.603, -26.165)
H (15.235, -13.331, -26.986)
H (14.724, -15.432, -27.696)
O (15.989, -7.046, -13.286)
C (16.217, -7.059, -14.678)
C (14.956, -6.680, -15.491)
O (14.565, -5.437, -15.138)
H (16.806, -6.894, -12.805)
H (17.204, -6.616, -14.812)
H (16.472, -8.066, -15.007)
H (14.169, -7.388, -15.236)
H (15.147, -6.756, -16.561)
H (14.855, -5.105, -14.285)
O (7.050, -16.604, -17.036)
C (5.776, -17.166, -16.534)
C (4.699, -17.074, -17.615)
O (3.423, -17.386, -17.185)
H (7.401, -17.270, -17.632)
H (5.993, -18.147, -16.111)
H (5.397, -16.667, -15.643)
H (5.145, -17.721, -18.371)
H (4.645, -16.094, -18.090)
H (3.398, -18.231, -16.729)
O (3.975, -4.152, -23.456)
C (5.102, -4.967, -23.297)
C (5.928, -5.003, -24.577)
O (5.257, -5.528, -25.675)
H (3.157, -4.616, -23.267)
H (5.843, -4.713, -22.538)
H (4.766, -5.999, -23.201)
H (6.917, -5.459, -24.590)
H (6.224, -3.988, -24.842)
H (4.495, -4.971, -25.853)
O (2.239, -11.499, -26.723)
C (1.935, -12.117, -27.958)
C (1.623, -13.542, -27.741)
O (1.295, -14.318, -28.859)
H (2.862, -10.789, -26.895)
H (1.184, -11.479, -28.424)
H (2.794, -12.238, -28.617)
H (0.767, -13.644, -27.073)
H (2.399, -14.005, -27.131)
H (0.404, -13.963, -28.866)
O (8.958, -7.362, -31.492)
C (7.540, -7.159, -31.591)
C (6.944, -8.363, -30.891)
O (7.353, -8.561, -29.532)
H (9.048, -7.839, -30.664)
H (7.360, -6.271, -30.985)
H (7.238, -6.991, -32.625)
H (7.194, -9.289, -31.409)
H (5.870, -8.331, -31.076)
H (6.991, -7.768, -29.130)
O (15.365, -5.299, -24.667)
C (15.548, -5.435, -23.278)
C (16.145, -6.665, -22.863)
O (15.303, -7.824, -23.013)
H (15.172, -4.388, -24.899)
H (16.148, -4.596, -22.927)
H (14.541, -5.293, -22.888)
H (16.593, -6.454, -21.892)
H (17.046, -6.839, -23.451)
H (15.087, -7.995, -23.933)

Its calculated total energy is -2997.7529 hartree. The value obtained for the energy above the lowest of the compared OMol25 structures with the same formula, charge and spin is 811.3 kJ/mol. As for the structure (SMILES): COC[C@H](C)N.COC[C@H](C)N.COC[C@H](C)N.COC[C@H](C)N.OCCO.OCCO.OCCO.OCCO.OCCO.OCCO.OCCO.OCCO. The LUMO energy is 0.0050 Ha. The value obtained for the molar mass is 853.10 g mol⁻¹. Its HOMO energy is -0.3362 Ha.